# 1
22
Properties=species:S:1:pos:R:3:forces:R:3:lowdin_charge:R:1 method="wB97M-V/def2-TZVPD" molar_mass_g_mol=144.174 homo_lumo_gap_ev="8.22 / 8.45" lumo_ev="0.07 / -0.20" e_homo_ev="-8.2 / -8.6"
O -1.35597 0.08990 1.17590 0.421 -0.338 -0.879 -0.20
O 0.15028 -1.44044 1.12079 -1.144 1.594 0.025 -0.16
N -0.57820 -0.67932 0.24324 -0.992 1.378 0.823 0.04
N 1.70248 -0.67450 -2.54946 0.481 -0.275 -0.423 0.18
C 1.81820 0.92719 0.30693 1.258 -1.631 2.630 -0.07
C 0.78512 -2.41577 0.39199 -0.021 -0.814 -2.676 -0.11
C -2.77372 0.06335 0.90912 0.602 2.043 -3.259 -0.08
C -0.20344 1.83714 -0.97974 -0.356 2.392 2.288 -0.06
C 0.74149 0.80584 -0.71456 1.484 -1.770 1.731 -0.40
C 1.32864 0.03631 -1.72785 -1.275 -0.564 -1.428 -0.26
H -3.17006 1.05874 1.17682 0.492 -0.085 -0.279 0.08
H 1.36385 0.87971 1.36828 0.707 0.240 -1.485 0.11
H 0.93428 -3.18167 1.09515 0.600 -1.252 0.622 0.08
H 2.53648 1.80092 0.27534 -0.986 -0.794 -0.322 0.10
H 1.70467 -2.01185 -0.02297 0.312 -0.359 -0.011 0.06
H -2.97638 -0.06654 -0.24848 0.346 -0.097 2.458 0.13
H -3.32786 -0.56225 1.53669 -0.381 -1.806 0.686 0.05
H -0.89242 1.55566 -1.69726 -1.770 -0.667 -1.202 0.07
H -0.66582 2.10809 0.03191 0.242 -0.228 -1.531 0.12
H 0.26297 2.74177 -1.37920 0.236 0.096 0.151 0.10
H 2.44999 -0.07247 0.18893 -0.962 2.335 0.633 0.11
H 0.16542 -2.79980 -0.50157 0.705 0.600 1.447 0.13

# 2
66
Properties=species:S:1:pos:R:3:forces:R:3:lowdin_charge:R:1 method="wB97M-V/def2-TZVPD" molar_mass_g_mol=1209.544 charge=-1 homo_lumo_gap_ev=4.44 lumo_ev=-0.67 e_homo_ev=-5.1
W -0.74796 -0.08677 -1.50235 0.998 1.414 0.208 0.87
Sb 2.28541 -1.06514 -1.34716 1.565 -0.945 0.053 -0.02
Br -2.37135 5.00645 4.45138 0.013 -0.011 -0.035 0.73
As -1.93214 1.98893 -3.21091 -0.782 2.039 -2.817 -0.51
S 0.45821 -1.57759 0.06615 -0.258 0.886 -0.911 0.31
S -0.53882 -4.22822 -3.92553 -0.036 -0.192 -0.125 0.97
S 1.13368 0.55707 -2.75535 -1.115 -0.818 0.317 0.04
S -3.38823 3.45327 -3.53613 -0.268 -0.190 0.720 -0.10
S 0.38679 -1.64981 -5.02425 -0.013 0.181 0.052 0.89
S -2.82293 -0.00399 -2.87880 1.536 0.558 0.504 0.27
S -0.91842 2.28171 -1.23709 -0.343 -1.410 -0.276 0.26
S 3.77289 0.01667 -0.02363 -0.192 0.173 -0.161 -0.04
S -0.62908 2.03774 -4.88983 0.260 -0.341 0.622 -0.10
S 2.94754 -2.81771 -2.60912 -0.132 0.091 0.131 -0.10
O -3.06849 -1.78097 1.83878 -0.051 -0.148 -0.050 0.07
O -2.03502 1.00028 1.09123 0.322 -0.125 0.459 -0.22
O -2.08290 -1.17827 -0.54470 -0.581 -0.923 0.517 -0.47
O 0.66027 1.15109 0.96036 -0.478 0.141 0.042 -0.14
N 2.97116 2.77333 1.46833 0.215 0.085 -0.233 0.14
N -0.76088 -1.96853 -2.63585 -0.759 -0.205 1.451 -0.35
N 2.82212 3.64189 3.51421 0.194 0.010 0.049 0.17
N -1.48400 -2.91940 -1.88923 -0.084 -0.207 0.007 0.00
C 4.15694 3.58849 3.13393 -0.129 0.080 0.126 -0.23
C 5.49592 2.84012 1.21768 -0.019 -0.016 -0.008 -0.04
C 5.30664 3.97094 3.82866 0.036 0.013 0.062 -0.03
C -4.26406 -5.17848 1.60678 -0.024 0.071 -0.023 -0.08
C 0.09735 -4.24259 -5.62336 0.004 -0.042 0.106 -0.51
C 1.12010 -3.13760 -5.74387 -0.045 0.071 0.023 -0.52
C -4.01410 -3.90086 2.06358 -0.029 -0.030 0.046 -0.01
C 0.68895 3.00249 2.49881 0.112 0.210 0.072 -0.06
C 4.27056 3.04228 1.85328 -0.091 -0.082 -0.145 -0.20
C -3.29638 -2.99546 1.28114 0.075 0.197 0.045 -0.24
C -3.40454 1.29128 0.80145 0.007 -0.015 0.158 -0.08
C -2.09872 -2.45814 -0.86202 -0.196 -0.572 -0.089 -0.51
C -0.31971 -2.51605 -3.70687 0.354 0.000 -0.961 -0.95
C -2.84892 -3.38493 0.00999 -0.047 0.182 0.003 -0.07
C 2.15957 3.14880 2.50069 -0.097 -0.023 0.020 -0.26
C -3.10746 -4.68744 -0.43030 0.022 0.020 -0.002 -0.02
C -2.08692 2.83938 2.63919 0.138 0.014 -0.043 -0.05
C 6.52725 3.79050 3.20692 -0.034 0.000 -0.039 -0.11
C 6.62225 3.23076 1.91810 -0.095 -0.003 0.040 -0.10
C -1.39240 3.80157 3.35835 -0.171 -0.048 0.027 -0.67
C -3.80518 -5.58189 0.35317 -0.031 -0.049 0.007 -0.09
C 0.02159 2.02348 1.77291 -0.352 0.122 0.180 -0.23
C -0.02961 3.89682 3.29450 0.196 0.104 0.111 -0.08
C -1.38857 1.94286 1.84512 0.025 0.234 0.015 -0.24
H 2.01512 -3.34982 -5.16476 0.133 -0.088 -0.015 0.02
H -2.73713 -4.97519 -1.40629 -0.038 0.028 0.024 0.11
H 0.51338 4.65618 3.83911 -0.004 -0.063 0.024 0.11
H 7.60060 3.09321 1.47243 -0.054 0.000 0.018 0.10
H 7.43683 4.07984 3.72081 -0.044 -0.019 -0.015 0.09
H 0.53559 -5.22660 -5.79264 0.011 0.026 -0.028 0.08
H -0.74007 -4.09082 -6.30086 0.000 -0.011 -0.116 0.07
H -3.69995 0.61315 0.01912 -0.081 -0.223 -0.250 0.07
H -4.82649 -5.86570 2.22838 0.036 0.018 -0.024 0.10
H 5.23323 4.38673 4.82806 -0.001 -0.022 -0.100 0.11
H 5.55438 2.37196 0.23958 0.005 0.116 0.123 0.08
H -2.54869 -1.21956 1.23815 -0.042 -0.064 0.039 0.06
H 1.37681 -2.90889 -6.77714 -0.009 -0.006 -0.011 0.08
H -4.00239 -6.58473 -0.00589 0.030 0.059 0.016 0.10
H 2.71197 2.42154 0.55667 -0.001 -0.036 0.110 0.10
H -3.16184 2.80239 2.69902 -0.020 -0.012 0.018 0.10
H -4.36132 -3.56330 3.03327 0.044 -0.048 -0.049 0.12
H 1.56354 0.96901 1.24424 0.467 -0.286 0.012 0.03
H -3.50736 2.31419 0.44969 -0.023 0.132 -0.059 0.10
H -4.02460 1.11804 1.68068 -0.031 0.001 0.032 0.10

# 3
21
Properties=species:S:1:pos:R:3:forces:R:3:lowdin_charge:R:1 method="wB97M-V/def2-TZVPD" molar_mass_g_mol=229.057 homo_lumo_gap_ev=7.50 smiles="CC1=CC2=[P@H](C)C(Br)=CC2=C1" lumo_ev=0.03 e_homo_ev=-7.5
Br -4.35633 -0.21871 -0.12132 0.597 -0.497 0.424 0.64
P -1.55016 1.06902 -0.48819 -0.378 -0.839 1.389 0.91
C -0.30797 -1.11275 -0.08528 2.623 -0.713 -1.108 -0.35
C 3.40971 -1.07279 -0.04018 0.720 -0.571 -0.356 -0.08
C 1.95204 -0.75646 -0.17775 0.499 -0.563 -0.142 -0.35
C 1.48536 0.42644 -0.65021 -6.062 -2.568 0.622 0.01
C 0.91774 -1.74431 0.08900 0.118 3.306 -0.494 0.02
C -1.63694 -1.46658 0.13549 -2.664 0.111 1.699 -0.12
C -0.12688 0.16432 -0.69962 4.750 2.024 0.406 -0.30
C -2.44125 -0.40096 -0.00224 -1.483 0.581 -0.190 -0.80
C -1.88655 2.47420 0.66501 1.560 -0.905 -0.811 -0.18
H -1.21381 2.22507 1.44640 0.479 0.130 1.245 0.03
H -2.02037 -2.31514 0.68315 0.201 -0.666 -0.606 0.12
H 1.23986 -2.68942 0.36246 -0.216 -1.863 0.673 0.08
H -2.88029 2.58079 1.02182 -0.987 -0.261 0.040 0.03
H -2.35401 1.45354 -1.46799 -0.609 0.709 -2.210 -0.01
H 3.67533 -1.94025 -0.73003 -0.121 0.876 1.193 0.10
H -1.54148 3.39272 0.22119 0.086 0.362 -0.294 0.04
H 1.87474 1.36542 -0.79580 1.251 1.680 -0.548 0.05
H 3.76358 -1.21070 1.00606 -0.457 -0.495 -0.629 0.08
H 3.99767 -0.22346 -0.37196 0.093 0.161 -0.306 0.06